# 1
Formula: C35H38HfN10O2
Source: the OMol25 dataset
Level of theory: the ωB97M-V functional and the def2-TZVPD basis

Element x y z (Å)
C -0.283 2.215 -4.468
H 2.370 -0.604 -2.817
C -3.758 0.055 -1.437
C -4.136 -1.284 -1.373
H -0.519 2.696 -5.405
H -0.066 -0.838 -3.062
C 3.231 -2.548 -2.866
H -1.156 -2.836 2.526
H 1.978 4.820 2.163
C 5.141 -0.191 3.617
C -2.341 0.606 4.200
C 2.770 -0.057 4.271
H 5.114 -1.081 4.246
C 4.035 0.652 -0.377
H -0.464 -3.204 -0.821
H 6.305 1.241 1.207
N 4.220 0.846 1.052
H 1.636 2.375 2.125
N 1.812 -1.684 -1.128
H 1.692 -0.509 2.362
N 3.761 0.125 3.212
N -0.341 5.217 -4.472
H -0.571 0.228 -5.221
C -1.321 1.534 2.258
C -0.425 -2.050 2.328
N 2.135 -0.094 1.547
H 4.294 -0.364 -0.675
C -1.979 -1.773 -0.469
H 0.616 6.178 -2.258
C 0.380 2.283 -2.149
H -5.118 -1.601 -1.700
C 3.374 -3.751 -2.184
H 3.713 -2.389 -3.820
C -1.034 -0.715 2.690
H 1.982 -2.693 1.638
H 3.970 -4.558 -2.593
N 0.067 -2.140 0.928
H 3.007 0.879 -0.686
H -1.148 2.367 1.591
C 1.277 -2.996 0.863
C 1.621 4.341 1.262
H -2.006 -1.504 4.429
N -1.591 -0.489 -0.572
C 0.549 5.097 -2.222
Hf 0.587 -0.022 0.053
C 1.330 5.074 0.134
C 5.346 1.709 1.431
H 1.022 -4.042 1.047
C 0.120 4.415 -3.301
H -2.513 2.675 3.613
H -2.166 1.439 -1.079
O -1.318 4.780 -5.049
H -3.502 -3.251 -0.785
N 0.352 0.921 -2.068
C 2.459 -1.554 -2.308
H -4.447 0.808 -1.796
C 0.049 2.979 -3.327
H -2.946 0.701 5.092
H 2.818 -4.816 -0.400
H 4.695 1.333 -0.907
H 2.453 -1.101 4.370
C 1.960 -2.858 -0.473
C -3.232 -2.206 -0.869
C -0.014 0.240 -3.155
C 2.728 -3.897 -0.965
H 0.404 -2.246 3.013
H 1.902 0.586 4.117
C 1.440 2.962 1.236
O 0.244 6.246 -4.678
C -2.491 0.406 -1.035
H 3.226 0.232 5.215
H 5.588 0.614 4.198
C -2.097 1.704 3.382
C 0.885 4.402 -1.021
C 0.762 3.005 -0.970
C -0.962 -2.757 0.043
H -1.474 -3.570 0.562
C -0.316 0.842 -4.368
C -1.810 -0.621 3.833
H 1.442 6.151 0.125
H 5.279 2.638 0.864
N -0.768 0.352 1.910
H 5.761 -0.412 2.753
N 1.014 2.292 0.164
C 3.387 0.286 1.935
H 5.309 1.960 2.484

The net charge is +4. For the HOMO energy, the calculation gives -19.61 eV. The HOMO-LUMO gap comes out at 7.68 eV. Its spin multiplicity is 1. As for the maximum force: 0.01542 Eh/bohr.

=====

# 2
Formula: C29H38AlBrN5O4S
Source: the OMol25 dataset
Level of theory: the ωB97M-V functional and the def2-TZVPD basis

Element x y z (Å)
C 1.095 -12.597 -13.711
H 10.194 -13.642 -6.832
C 4.730 -13.269 -6.146
C 1.687 -12.760 -11.313
C 3.026 -12.834 -11.666
C 7.169 -11.785 -12.936
H 7.709 -10.792 -7.005
H 8.688 -11.804 -11.319
H 5.665 -11.658 -7.241
C 5.716 -15.659 -12.413
C 4.938 -10.111 -16.090
C 9.346 -13.923 -7.496
H -0.186 -12.506 -12.090
H 1.441 -13.035 -10.338
H 4.503 -12.899 -13.252
C 5.423 -15.477 -6.749
H 2.751 -12.819 -15.044
O 5.334 -16.536 -13.180
C 0.820 -12.555 -12.328
C 6.646 -10.536 -12.804
Al 7.145 -14.014 -10.860
C 6.230 -14.853 -7.671
H 9.399 -11.367 -6.480
C 4.696 -14.668 -5.914
H 15.779 -17.251 -15.746
C 5.579 -12.747 -7.045
N 11.431 -19.481 -13.560
H 8.814 -12.933 -12.610
O 3.326 -13.362 -9.165
H 11.027 -19.424 -14.470
N 5.211 -14.167 -10.633
H 4.079 -12.663 -5.625
H 7.918 -12.148 -5.916
H 6.854 -11.987 -8.958
C 4.831 -15.450 -11.153
H 6.875 -9.963 -11.885
H 10.470 -11.497 -8.337
O 4.872 -11.765 -10.115
H 3.841 -15.511 -11.554
C 14.520 -16.921 -14.211
H 14.971 -15.887 -14.017
C 3.441 -12.786 -12.983
H 8.674 -14.580 -6.938
H 7.270 -13.528 -14.146
H 5.992 -12.478 -16.093
C 2.502 -12.728 -13.998
C 5.666 -10.667 -14.965
H -0.307 -12.962 -15.429
N 7.947 -15.580 -10.375
C 6.859 -12.532 -14.070
N 4.527 -9.685 -17.076
C 5.889 -9.931 -13.767
Br 3.591 -15.421 -4.665
H 9.607 -14.397 -8.424
H 5.367 -16.590 -6.666
C 8.058 -12.476 -11.903
S 4.135 -13.006 -10.301
C 8.382 -11.697 -6.790
H 8.371 -15.724 -9.513
C 9.595 -11.853 -8.874
H 7.880 -16.408 -10.903
H 4.912 -16.340 -10.537
H 11.131 -20.286 -13.042
O 6.833 -15.047 -12.445
H 11.093 -18.703 -13.070
H 9.054 -10.959 -9.269
H 13.844 -17.191 -13.385
H -0.909 -11.948 -14.096
C -0.028 -12.215 -14.711
C 14.989 -17.652 -15.188
H 14.552 -18.607 -15.425
N 6.313 -13.533 -7.814
H 5.456 -8.942 -13.734
C 8.576 -12.645 -7.953
H 6.849 -15.285 -8.446
C 7.291 -12.964 -8.768
H 9.776 -12.604 -9.677
H 0.288 -11.383 -15.225
C 6.169 -11.965 -15.117

The net charge is -1. For the HOMO energy, the calculation gives -5.06 eV. The HOMO-LUMO gap comes out at 6.86 eV. Its spin multiplicity is 1. As for the maximum force: 0.06602 Eh/bohr.

=====

# 3
Formula: C22H17ClO2S
Source: the OMol25 dataset
Level of theory: the ωB97M-V functional and the def2-TZVPD basis

Element x y z (Å)
C 3.353 -1.848 1.936
C -4.042 -0.615 -2.006
H 4.131 -2.057 3.920
H -6.315 0.633 -1.170
C 1.984 -1.777 3.938
H 3.135 -1.551 -0.826
C 1.464 3.540 -0.903
C 1.004 -1.363 -0.955
C 2.203 -1.626 1.133
Cl 0.161 4.184 -1.813
C -0.194 -1.261 -0.258
C 2.200 -1.498 -0.267
C 0.835 -1.600 3.180
C 3.344 2.002 -0.731
H 2.180 2.336 -2.538
H -6.596 -1.142 -1.225
H 0.963 4.650 0.878
H -4.770 -0.573 0.052
H 4.317 -1.955 1.431
H -3.007 -0.711 -3.902
C 1.647 3.933 0.435
O -5.227 -0.404 -2.634
C -2.893 -0.768 -2.822
S 4.176 0.701 -1.344
C -1.658 -0.985 -2.249
H -7.230 -0.091 -2.530
C -2.649 -0.911 -0.040
C 3.578 2.476 0.588
H -0.148 -1.497 3.632
H -2.567 -0.966 1.044
C -6.411 -0.242 -1.824
C -3.897 -0.690 -0.595
C 3.237 -1.910 3.312
O -0.211 -1.336 1.099
H -0.781 -1.105 -2.882
C -1.496 -1.059 -0.843
C 2.323 2.628 -1.505
C 2.720 3.393 1.165
H 2.867 3.701 2.198
C 0.962 -1.534 1.798
H 0.985 -1.344 -2.042
H 1.909 -1.813 5.024
H 4.414 2.056 1.140

The net charge is 0. For the HOMO energy, the calculation gives -6.02 eV. The HOMO-LUMO gap comes out at 4.13 eV. Its spin multiplicity is 1. As for the maximum force: 0.04532 Eh/bohr.

=====

# 4
Formula: C36H38As2RuTe
Source: the OMol25 dataset
Level of theory: the ωB97M-V functional and the def2-TZVPD basis

Element x y z (Å)
C 0.133 -2.206 2.618
H 1.695 0.257 -3.719
H -3.581 0.219 -4.736
H 2.935 -0.970 -2.470
Te -1.550 1.219 2.202
H 2.958 1.289 1.762
H -5.395 -1.467 1.393
C -4.392 -1.816 1.155
C -3.033 -1.620 -0.993
H -4.599 0.855 0.699
H 2.935 0.172 -0.398
C -2.738 0.527 -2.163
H 2.042 2.257 -5.084
C 2.056 2.762 4.175
H 3.394 -3.361 4.340
C 1.232 0.973 5.587
C 0.654 3.721 -2.367
C 1.027 -1.785 -1.853
H 1.468 1.274 7.693
C 1.226 3.603 -3.626
H 2.923 4.433 5.196
C -2.864 2.699 -3.456
H -2.569 3.330 -2.616
H -0.685 -2.945 -1.274
H -2.514 3.193 -4.361
H 1.760 -5.028 3.533
H 2.224 3.195 3.196
C 0.239 -2.929 -1.831
C 2.484 -3.037 3.854
H -3.956 2.667 -3.503
C -4.024 0.359 -0.073
H 1.375 4.481 -4.240
As 0.530 -0.187 -0.908
H 0.759 0.007 5.710
C 2.691 -2.983 -3.125
H -0.793 -1.881 2.156
H 2.206 -5.007 -3.637
C 2.092 -0.022 0.267
C -2.255 1.303 -3.378
C 1.564 -3.972 3.399
H -3.656 2.188 -1.132
As 0.830 0.604 2.776
C 1.878 -4.107 -3.133
H -0.029 2.697 -0.619
C 2.452 3.465 5.302
H 1.631 2.024 0.865
H 3.654 -3.005 -3.617
H 0.041 -4.973 -2.446
C -2.518 -0.864 -2.050
C 1.990 1.090 1.298
C 2.235 -1.682 3.692
C -3.483 1.122 -1.127
H 2.548 3.478 7.442
H 0.352 4.693 -1.998
H 2.959 -0.962 4.053
C 1.461 1.511 4.324
C 1.604 2.354 -4.099
C -2.530 0.508 -4.658
C 1.055 -1.272 3.072
H -0.326 -4.293 2.441
H -1.920 -0.393 -4.735
C 2.275 -1.828 -2.479
H 2.263 -0.991 0.738
C 2.239 2.926 6.564
H -2.831 -2.682 -0.947
C 0.454 2.593 -1.585
H -1.177 1.420 -3.279
C 1.418 1.222 -3.316
H -2.295 1.124 -5.525
C 0.391 -3.559 2.783
Ru -1.779 0.036 -0.079
C -3.823 -1.022 0.015
H -4.443 -2.875 0.908
C 0.845 1.339 -2.053
H -3.779 -1.702 2.050
H -1.929 -1.365 -2.805
C 0.659 -4.086 -2.473
C 1.632 1.686 6.707

The net charge is +2. For the HOMO energy, the calculation gives -13.91 eV. The HOMO-LUMO gap comes out at 6.94 eV. Its spin multiplicity is 1. As for the maximum force: 0.04338 Eh/bohr.

=====

# 5
Formula: C15H20BCaF3N6O2Se2
Source: the OMol25 dataset
Level of theory: the ωB97M-V functional and the def2-TZVPD basis

Element x y z (Å)
H 5.904 10.505 9.166
H 9.611 7.818 13.686
N 12.956 9.349 10.272
H 13.105 11.865 12.761
N 10.580 11.533 10.255
C 11.100 10.659 14.229
N 11.463 11.982 11.162
H 11.477 11.568 14.685
F 9.538 5.736 11.485
H 11.083 8.422 5.502
C 7.544 9.249 6.633
H 7.283 9.299 5.572
N 11.104 8.989 12.725
H 11.733 13.884 12.142
C 9.921 12.602 9.729
C 11.306 13.359 11.275
H 16.210 9.106 9.940
N 11.671 10.177 13.061
C 10.369 13.787 10.324
H 5.391 9.461 10.482
C 5.643 9.488 9.434
H 6.045 7.712 6.977
H 15.358 10.863 11.907
C 10.918 6.071 9.425
C 10.107 9.753 14.618
F 11.107 4.270 11.062
Se 7.097 8.178 9.287
O 10.556 7.306 9.212
H 9.354 9.849 15.427
C 14.028 8.787 9.696
Se 9.478 9.699 6.854
N 13.416 10.299 11.173
C 10.187 8.100 5.979
O 11.467 5.359 8.565
H 10.011 14.793 10.060
H 4.762 9.149 8.877
C 15.217 9.358 10.245
C 10.192 8.681 13.678
C 7.057 7.967 7.337
C 14.786 10.260 11.195
H 7.007 10.132 7.051
F 11.561 6.308 11.769
H 9.517 7.645 5.229
Ca 10.357 9.280 10.055
H 13.929 8.003 8.991
C 10.769 5.561 10.883
H 10.435 7.405 6.751
H 9.156 12.520 8.939
H 7.706 7.134 7.091
B 12.447 11.076 12.077

The net charge is 0. For the HOMO energy, the calculation gives -9.03 eV. The HOMO-LUMO gap comes out at 9.08 eV. Its spin multiplicity is 1. As for the maximum force: 0.07193 Eh/bohr.

=====

# 6
Formula: C16H39NO5Si2
Source: the OMol25 dataset
Level of theory: the ωB97M-V functional and the def2-TZVPD basis

Element x y z (Å)
H 1.667 0.115 -2.767
O -3.233 -0.439 6.374
H -2.266 -3.130 -3.473
O -3.883 3.187 6.651
H -2.504 -1.967 3.514
H -1.895 0.217 3.385
H -0.149 -1.547 1.998
H -0.883 -2.584 3.776
H -1.568 -0.295 0.810
H -0.628 0.560 -1.370
C -1.882 -2.317 -4.075
H -4.821 0.742 7.076
H -0.638 -0.957 -2.999
H 3.670 -2.335 -2.761
H -2.306 2.013 5.914
H 3.611 4.077 0.941
C -3.154 2.041 6.658
H 2.969 -3.013 -1.339
H 1.978 2.781 1.767
H 2.689 1.358 1.012
O 4.927 2.695 -1.527
H -1.776 -2.630 -5.111
Si 2.341 -0.628 -1.683
C -1.042 -0.413 3.594
H 0.280 2.939 0.349
H -2.633 1.816 7.630
C -0.495 -1.859 -3.585
H 3.609 0.026 -1.287
H 5.524 2.999 0.433
H 5.331 1.878 -1.854
H -4.468 0.929 5.366
H -0.491 0.071 4.391
Si 0.231 0.584 -0.158
H 1.908 -4.173 -3.005
C -2.188 1.123 -4.459
C -0.205 -0.510 2.305
H 1.218 2.623 -1.086
C 2.739 -2.388 -2.194
C 0.230 -2.892 -2.701
H 0.798 -0.132 2.481
H 3.056 3.737 -0.679
H 4.594 1.504 0.105
H 0.117 -1.573 -4.430
H -0.276 -3.838 -2.872
H -1.163 1.232 -4.111
C 1.032 2.279 -0.071
C 1.705 -3.109 -3.085
H -2.335 1.852 -5.251
H -2.891 -0.742 -3.066
C 3.386 3.278 0.242
H -2.877 1.357 -3.653
C -1.574 -1.782 4.042
H -1.797 -1.724 5.104
O -2.405 -0.165 -5.003
H 0.107 -2.672 -1.645
O 1.380 -0.641 -0.314
C 4.694 2.560 -0.118
N -0.826 0.288 1.191
H -3.852 -1.473 -4.347
H 1.831 -2.844 -4.130
C -2.846 -1.147 -4.077
C 2.298 2.352 0.828
C -3.966 0.710 6.349

The net charge is -2. For the HOMO energy, the calculation gives 2.28 eV. The HOMO-LUMO gap comes out at 0.97 eV. Its spin multiplicity is 1. As for the maximum force: 0.03080 Eh/bohr.

=====

# 7
Formula: C12H31ClIO2P2Tc
Source: the OMol25 dataset
Level of theory: the ωB97M-V functional and the def2-TZVPD basis

Element x y z (Å)
H -2.382 2.274 0.096
C 2.988 -1.472 0.131
C -3.390 0.206 -1.947
C -0.050 1.472 -5.152
C 0.069 0.982 2.767
H -0.858 2.205 4.227
Cl -0.027 -2.728 -0.262
H 1.139 -0.799 4.570
O -0.048 2.308 -4.355
C 3.251 0.330 -2.013
H -4.092 -1.233 0.366
H 2.142 -1.323 3.170
H 2.774 -2.372 -0.450
H 1.232 -2.499 4.137
P -2.212 -0.032 -0.574
H 3.039 -0.343 -2.850
H 2.295 2.228 0.243
C -0.946 1.177 3.870
H 4.064 -1.274 0.126
O -0.094 -0.227 2.007
H 2.646 -1.627 1.158
H -1.987 1.017 3.563
H -0.968 0.060 -6.300
C -0.029 -1.393 2.835
H -0.688 0.530 4.712
H -2.813 -2.359 -0.177
H -3.209 -0.522 -2.739
H -0.947 -1.408 3.440
H -3.805 1.331 0.620
H 1.075 0.962 3.204
C -0.067 0.705 -6.351
H 0.037 1.817 2.050
C -2.713 1.327 0.533
I -0.001 -1.162 -3.349
C -3.014 -1.414 0.331
H 3.788 1.283 0.570
P 2.136 -0.026 -0.611
H -3.273 1.214 -2.354
H -0.089 -2.248 2.143
H 4.287 0.199 -1.684
Tc -0.038 -0.506 -0.917
H 0.819 0.040 -6.315
C 1.200 -1.489 3.717
H -4.412 0.083 -1.571
H 2.324 1.029 1.567
C 2.691 1.257 0.563
H 3.097 1.364 -2.340
H -2.616 -1.462 1.348
H -0.064 1.321 -7.273
H -2.261 1.198 1.518

The net charge is +3. For the HOMO energy (alpha / beta), the calculation gives -18.49 / -18.67 eV. The HOMO-LUMO gap (alpha / beta) comes out at 5.81 / 6.11 eV. As for the expectation value of S²: 3.792. Its spin multiplicity is 4. As for the maximum force: 0.11339 Eh/bohr.

=====

# 8
Formula: C5H12NO
Source: the OMol25 dataset
Level of theory: the ωB97M-V functional and the def2-TZVPD basis

Element x y z (Å)
C 1.084 -0.543 0.471
O -1.129 -2.176 0.575
H -2.099 2.079 -0.114
C 2.083 -0.347 -0.607
H -2.455 0.701 -1.077
H -0.661 -1.195 -1.221
H 0.325 0.778 2.038
H -1.656 0.157 1.318
H -1.382 -2.892 -0.032
C -1.681 1.145 -0.499
H 3.080 -0.097 -0.250
H 1.718 0.554 -1.167
C -0.616 -1.101 -0.109
C 0.201 0.670 0.910
H 2.155 -1.138 -1.380
H 0.606 1.734 0.504
H -0.862 1.258 -1.232
N -1.091 0.167 0.426
H 1.358 -1.217 1.279

The net charge is +1. For the HOMO energy, the calculation gives -13.98 eV. As for the SMILES: C[C@H]1C[N@@H+](C)[C@@H]1O. The HOMO-LUMO gap comes out at 11.03 eV. Its spin multiplicity is 1. As for the maximum force: 0.10258 Eh/bohr.

=====

# 9
Formula: C5H15N4
Source: the OMol25 dataset
Level of theory: the ωB97M-V functional and the def2-TZVPD basis

Element x y z (Å)
H 1.213 -1.961 -3.051
H 0.782 3.424 -0.612
C 0.737 1.419 -1.011
H 1.018 -2.231 0.536
H 1.017 1.720 -2.022
H -2.322 0.604 2.752
N 0.633 0.211 -0.579
H -3.022 -0.192 0.487
H 0.098 -0.381 -3.065
H 2.051 -2.942 -0.657
C 1.673 -1.912 -0.288
N -2.004 -0.033 0.254
C -1.337 0.654 2.468
N 0.697 2.491 -0.277
H -1.094 -1.277 1.470
H 0.114 0.104 0.410
C 1.023 -0.952 -1.289
H -1.122 1.630 2.135
H 0.162 2.660 0.515
N -1.095 -0.230 1.294
C 0.618 -1.150 -2.535
H -1.776 -0.708 -0.427
H -0.716 0.508 3.283
H 2.651 -1.456 0.207

The net charge is +1. For the HOMO energy, the calculation gives -13.07 eV. The HOMO-LUMO gap comes out at 10.14 eV. Its spin multiplicity is 1. As for the maximum force: 0.06174 Eh/bohr.

=====

> Look up the net charge of the first one.

+4

=====

Please write out number 7 again, unchanged.
Formula: C12H31ClIO2P2Tc
Source: the OMol25 dataset
Level of theory: the ωB97M-V functional and the def2-TZVPD basis

Element x y z (Å)
H -2.382 2.274 0.096
C 2.988 -1.472 0.131
C -3.390 0.206 -1.947
C -0.050 1.472 -5.152
C 0.069 0.982 2.767
H -0.858 2.205 4.227
Cl -0.027 -2.728 -0.262
H 1.139 -0.799 4.570
O -0.048 2.308 -4.355
C 3.251 0.330 -2.013
H -4.092 -1.233 0.366
H 2.142 -1.323 3.170
H 2.774 -2.372 -0.450
H 1.232 -2.499 4.137
P -2.212 -0.032 -0.574
H 3.039 -0.343 -2.850
H 2.295 2.228 0.243
C -0.946 1.177 3.870
H 4.064 -1.274 0.126
O -0.094 -0.227 2.007
H 2.646 -1.627 1.158
H -1.987 1.017 3.563
H -0.968 0.060 -6.300
C -0.029 -1.393 2.835
H -0.688 0.530 4.712
H -2.813 -2.359 -0.177
H -3.209 -0.522 -2.739
H -0.947 -1.408 3.440
H -3.805 1.331 0.620
H 1.075 0.962 3.204
C -0.067 0.705 -6.351
H 0.037 1.817 2.050
C -2.713 1.327 0.533
I -0.001 -1.162 -3.349
C -3.014 -1.414 0.331
H 3.788 1.283 0.570
P 2.136 -0.026 -0.611
H -3.273 1.214 -2.354
H -0.089 -2.248 2.143
H 4.287 0.199 -1.684
Tc -0.038 -0.506 -0.917
H 0.819 0.040 -6.315
C 1.200 -1.489 3.717
H -4.412 0.083 -1.571
H 2.324 1.029 1.567
C 2.691 1.257 0.563
H 3.097 1.364 -2.340
H -2.616 -1.462 1.348
H -0.064 1.321 -7.273
H -2.261 1.198 1.518

The net charge is +3. For the HOMO energy (alpha / beta), the calculation gives -18.49 / -18.67 eV. The HOMO-LUMO gap (alpha / beta) comes out at 5.81 / 6.11 eV. As for the expectation value of S²: 3.792. Its spin multiplicity is 4. As for the maximum force: 0.11339 Eh/bohr.